DFT (ωB97M-V/def2-TZVPD) results for one molecule with the formula C19H24FN5O in a non-equilibrium geometry.

Properties
ΔE to the lowest compared entry with this formula, charge and spin in eV: 3.026
Total charge: 0
LUMO energy in Eh: 0.026
Highest occupied orbital energy in eV: -7.98
E_tot in a.u.: -1187.1679
SMILES: Cc1nc2n(c1C(=O)CN1CCN(c3ccc(F)cn3)CC1)CCCC2
HOMO-LUMO gap in eV: 8.689

```
50
Properties=species:S:1:pos:R:3:forces:R:3
C -0.9706 3.1359 -0.9571 -1.05 -0.08 -0.93
C -1.4115 1.8286 -0.3507 -0.73 1.30 3.65
N -1.9614 1.7837 1.0242 1.39 -0.82 -2.07
C -2.0032 0.5012 1.3348 0.09 0.49 -1.81
N -1.6410 -0.3223 0.2369 0.76 0.70 1.42
C -1.1886 0.5783 -0.7753 -0.95 -0.42 2.03
C -0.6747 0.3896 -2.0979 0.01 -3.55 -0.70
O -1.3075 0.8133 -3.0240 -0.01 1.11 -1.18
C 0.5022 -0.5742 -2.4142 2.04 1.91 0.79
N 1.7556 -0.2754 -1.6236 1.38 0.29 0.88
C 2.1646 -1.1103 -0.4691 -1.10 -1.58 -0.32
C 3.4367 -0.7389 0.2875 -1.91 2.68 3.61
N 3.5881 0.7779 0.3623 0.32 -1.35 1.20
C 3.1541 1.4720 1.4927 -2.60 1.69 0.44
C 3.3131 2.8936 1.6180 0.38 -0.80 0.33
C 2.8060 3.5429 2.7254 -0.58 0.41 0.97
C 1.9950 2.9377 3.6821 0.27 -1.53 -1.60
F 1.4818 3.6863 4.6928 0.28 -0.75 -0.45
C 1.7499 1.5804 3.4603 1.41 0.50 0.10
N 2.3300 0.9105 2.4082 -0.14 -0.38 0.73
C 3.5530 1.3396 -1.0062 1.74 -1.07 2.78
C 2.2476 1.1238 -1.5239 -5.00 -0.16 -2.07
C -1.6756 -1.8335 0.2824 2.87 2.27 1.69
C -1.7582 -2.2948 1.7817 1.61 -0.63 -0.19
C -2.8367 -1.5359 2.6062 4.32 1.45 1.15
C -2.4535 -0.0072 2.6907 -0.23 -0.61 -0.48
H -1.7417 3.6272 -1.5777 0.24 -0.74 -0.29
H -0.8075 3.9247 -0.2806 0.24 0.49 1.77
H -0.0310 3.0863 -1.4960 -0.10 -0.38 -0.45
H 0.3059 -1.6305 -2.1887 -0.38 0.30 -0.42
H 0.6730 -0.3378 -3.5074 0.06 -0.80 1.03
H 1.4056 -1.1822 0.3677 0.19 0.02 -1.09
H 2.3640 -2.1120 -0.9366 -0.50 0.40 0.85
H 3.3583 -1.0751 1.4184 -0.24 0.57 -2.33
H 4.3287 -1.1665 -0.0037 1.89 -0.67 -1.43
H 3.8795 3.4403 0.8912 0.33 0.25 -0.14
H 2.9584 4.5564 3.0568 0.54 0.66 -1.01
H 1.2334 1.0550 4.2741 -0.09 -0.37 -0.85
H 3.8699 2.3519 -1.0303 0.10 0.96 -0.02
H 4.3037 0.7405 -1.4204 1.18 -0.63 -1.61
H 1.5663 1.7330 -0.8268 0.44 -0.45 -1.19
H 2.1532 1.4086 -2.5992 0.05 0.79 0.81
H -0.7789 -2.1531 -0.3124 -0.83 -0.23 0.94
H -2.5310 -2.0894 -0.1804 -2.88 -1.23 -1.90
H -0.6825 -2.0972 2.1995 -2.03 -0.42 -0.32
H -1.9533 -3.4264 1.8241 0.38 1.63 -0.18
H -2.8338 -1.8957 3.6263 0.17 -0.34 0.27
H -3.7865 -1.6706 2.2959 -3.09 -0.41 -1.63
H -3.3334 0.6104 2.9491 0.47 -0.33 0.14
H -1.6567 0.1580 3.4722 -0.72 -0.14 -0.94
```
Positions in Å, forces in eV/Å.